Entry 1:
{
  "formula": "C15H14BrClF2IOs",
  "method": "the ωB97M-V functional and the def2-TZVPD basis",
  "elements": ["Os", "C", "H", "H", "H", "F", "C", "F", "H", "Br", "C", "C", "C", "C", "C", "C", "I", "H", "H", "H", "H", "Cl", "C", "C", "C", "C", "C", "C", "C", "H", "H", "H", "H", "H", "H"],
  "xyz": [[0.850, -0.650, 0.534], [0.180, -1.237, 2.367], [0.003, -2.314, 2.459], [-0.749, -0.719, 2.631], [0.977, -0.968, 3.077], [3.488, -1.094, 1.084], [2.597, -1.632, 0.206], [2.343, -2.919, 0.627], [3.049, -1.702, -0.789], [-3.803, -3.736, -0.395], [-3.823, -1.927, 0.144], [-4.990, -1.370, 0.651], [-5.008, -0.043, 1.041], [-3.866, 0.739, 0.923], [-2.703, 0.191, 0.413], [-2.688, -1.138, 0.031], [-0.923, -2.004, -0.785], [-5.877, -1.982, 0.736], [-5.920, 0.383, 1.434], [-3.882, 1.777, 1.220], [-1.819, 0.800, 0.298], [-0.433, 1.637, -2.029], [1.290, 1.536, -1.826], [2.087, 1.536, -2.967], [3.458, 1.512, -2.837], [4.041, 1.491, -1.568], [3.250, 1.487, -0.444], [1.845, 1.507, -0.536], [0.997, 1.377, 0.674], [1.619, 1.570, -3.940], [4.077, 1.523, -3.722], [5.117, 1.483, -1.465], [3.706, 1.482, 0.538], [0.000, 1.803, 0.599], [1.510, 1.600, 1.617]],
  "forces_ev_per_a": [[0.3, 0.0, 1.9], [0.1, -0.3, -0.2], [0.1, 0.1, 0.0], [0.0, 0.1, -0.1], [-0.1, 0.0, -0.1], [-0.1, 0.1, 0.1], [-0.4, -0.5, -0.1], [0.0, 0.3, -0.2], [0.0, 0.3, 0.1], [-0.1, 0.1, 0.0], [0.0, -0.2, -0.1], [0.1, -0.1, 0.0], [0.1, 0.1, 0.0], [-0.1, 0.0, 0.0], [0.2, 0.0, 0.0], [0.1, -0.3, 0.0], [-0.1, 0.6, -0.2], [0.0, 0.0, 0.0], [0.0, 0.0, 0.0], [0.0, 0.0, 0.0], [0.0, 0.1, 0.0], [0.0, 0.0, -0.1], [0.1, -0.1, 0.0], [-0.2, 0.0, 0.1], [0.2, 0.0, 0.2], [0.1, 0.0, -0.2], [-0.2, 0.1, 0.1], [-0.1, 0.2, -0.3], [0.1, -0.5, -1.0], [0.0, 0.0, 0.0], [0.0, 0.0, 0.0], [0.0, 0.0, 0.0], [0.0, 0.0, 0.0], [0.1, 0.3, 0.2], [0.0, -0.1, -0.1]],
  "e_above_lowest_kcal_mol": 18.07,
  "multiplicity": 1,
  "lumo_energy_ev": -5.0427,
  "max_force_ev_per_a": 1.94,
  "charge": 1
}

=====

Entry 2:
{
  "formula": "C15H14BrCuN4O2S",
  "method": "the ωB97M-V functional and the def2-TZVPD basis",
  "elements": ["Cu", "N", "C", "S", "N", "N", "C", "C", "C", "C", "C", "C", "N", "H", "H", "H", "H", "H", "H", "H", "Br", "C", "C", "C", "C", "C", "C", "H", "H", "H", "H", "C", "C", "O", "O", "H", "H", "H"],
  "xyz": [[-1.445, 0.517, 0.823], [-3.445, -1.380, 4.360], [-2.718, -0.996, 3.228], [-2.905, 0.628, 2.696], [-1.976, -1.940, 2.725], [-1.316, -1.564, 1.579], [-0.337, -2.296, 1.241], [0.366, -2.046, -0.040], [1.755, -1.920, -0.053], [2.379, -1.635, -1.252], [1.604, -1.497, -2.396], [0.236, -1.668, -2.283], [-0.381, -1.954, -1.140], [-4.269, -0.814, 4.486], [-3.611, -2.377, 4.381], [0.026, -3.092, 1.892], [2.288, -1.947, 0.891], [3.452, -1.487, -1.285], [2.039, -1.240, -3.354], [-0.404, -1.555, -3.154], [-0.370, 3.040, -5.331], [-0.709, 2.355, -3.561], [0.339, 2.212, -2.669], [0.073, 1.715, -1.397], [-1.212, 1.337, -0.949], [-2.221, 1.521, -1.914], [-1.999, 2.016, -3.199], [1.348, 2.479, -2.966], [0.902, 1.600, -0.704], [-3.247, 1.259, -1.664], [-2.814, 2.133, -3.905], [3.078, 1.730, 2.141], [2.092, 0.535, 2.098], [2.500, -0.530, 2.627], [0.994, 0.770, 1.552], [4.109, 1.391, 2.258], [2.825, 2.361, 2.997], [2.973, 2.339, 1.242]],
  "forces_ev_per_a": [[-0.3, 0.0, 0.1], [0.0, 0.0, 0.0], [0.0, 0.0, 0.0], [0.0, 0.1, 0.0], [0.1, 0.0, 0.1], [0.0, 0.0, -0.1], [0.1, 0.0, -0.1], [0.0, 0.0, 0.0], [-0.1, 0.0, 0.1], [0.0, 0.0, 0.0], [0.0, 0.0, 0.0], [-0.1, 0.0, 0.0], [0.0, 0.0, -0.1], [0.0, 0.0, 0.0], [0.0, 0.0, 0.0], [-0.1, 0.0, 0.0], [0.0, 0.0, 0.0], [0.0, 0.0, 0.0], [0.0, 0.0, 0.0], [0.0, 0.0, 0.0], [0.0, 0.0, 0.0], [0.0, 0.0, 0.1], [0.1, 0.0, 0.0], [-0.1, 0.0, 0.1], [0.1, 0.0, -0.1], [0.0, 0.0, 0.1], [0.0, 0.0, -0.1], [0.0, 0.0, 0.0], [0.0, 0.0, 0.0], [0.0, 0.0, 0.0], [0.0, 0.0, 0.0], [0.0, 0.0, 0.0], [0.1, 0.1, 0.1], [0.0, 0.0, -0.1], [0.1, -0.1, 0.0], [0.0, 0.0, 0.0], [0.0, 0.0, 0.0], [0.0, 0.0, 0.0]],
  "e_above_lowest_kcal_mol": 0.16,
  "multiplicity": 1,
  "lumo_energy_ev": 4.2901,
  "max_force_ev_per_a": 0.28,
  "charge": -2
}

=====

The calculation returns the following orbital gap values, one per record and in order: 7.1, 5.2 eV.
The calculation returns the following HOMO level values, one per record and in order: -12.145, -0.906 eV.